23
Properties=species:S:1:pos:R:3:mulliken_charge:R:1 method="wB97M-V/def2-TZVPD" charge=+1 de_lowest_kcal_mol=132.0 lumo_ev=-7.57 orbital_gap_ev=4.43
N -4.608 0.250 -0.092 -0.61
C 1.625 2.015 0.829 -1.22
C 1.124 0.918 -0.006 0.28
N 1.566 -0.398 0.001 -0.07
C 2.687 -0.663 -0.925 -0.88
C 0.397 -1.208 -0.427 -0.77
C -0.737 -1.195 0.606 -0.33
O -1.304 0.118 0.745 -0.41
H -4.557 -0.779 -0.048 0.20
H -4.547 0.520 0.890 0.21
H 2.043 1.507 1.721 0.36
H 2.525 2.489 0.409 0.40
H 0.837 2.677 1.167 0.42
H -0.469 0.660 0.577 0.17
H 0.933 1.229 -1.047 0.48
H 2.436 -0.689 -2.015 0.37
H 3.464 0.090 -0.865 0.35
H 3.032 -1.673 -0.683 0.33
H 0.769 -2.223 -0.594 0.46
H 0.080 -0.918 -1.461 0.41
H -1.603 -1.824 0.296 0.35
H -0.366 -1.595 1.560 0.28
H -5.326 0.693 -0.639 0.21